198
Properties=species:S:1:pos:R:3:forces:R:3:mulliken_spin:R:1 method="wB97M-V/def2-TZVPD" gap_ev="1.3 / 7.7" e_homo_ev="0.1 / -6.3" mol_weight_g_mol=1183.548 total_charge=-1 spin_multiplicity=2 e_tot_ha=-4049.5138
C -5.59325 -8.59167 9.11285 -0.602 0.263 -1.860 0.0000
O -6.06085 -7.56417 8.18411 0.558 0.324 -0.493 0.0000
C -5.81620 -7.75042 6.75633 1.291 -1.569 0.326 0.0000
C -6.11732 -6.58252 5.86198 -1.151 0.471 0.781 -0.0001
N -5.38971 -5.35816 6.23524 -0.964 -1.393 -1.092 -0.0001
C -5.79764 -4.20250 5.41642 2.924 0.316 0.192 0.0002
C -5.23837 -4.28425 3.93739 -1.484 0.515 1.064 0.0006
O -6.14065 -5.15722 3.25745 0.616 0.041 -0.241 -0.0002
C -5.78488 -5.53767 1.94818 -1.200 0.254 -0.461 0.0001
H -6.19522 -9.46618 8.86596 0.131 -0.388 0.380 0.0000
H -5.75399 -8.29957 10.15061 -0.220 0.372 -0.320 0.0000
H -4.53843 -8.83106 8.97814 0.114 0.127 -0.149 0.0000
H -6.23397 -8.67160 6.35012 -1.477 -0.025 0.301 0.0000
H -4.81053 -8.07926 6.49442 1.088 0.651 0.966 0.0000
H -7.18343 -6.37272 5.94848 -0.515 0.009 -0.048 0.0000
H -5.99747 -6.84370 4.81054 0.475 -0.133 0.216 0.0000
H -5.62250 -5.26300 7.21343 0.124 0.675 0.163 0.0000
H -5.24413 -3.46097 5.99250 0.138 0.827 -0.695 -0.0003
H -6.80843 -3.79483 5.40172 -0.570 -0.861 -0.080 0.0001
H -4.18764 -4.52785 3.78016 0.061 -0.633 0.583 0.0000
H -5.32689 -3.27955 3.52403 -0.213 0.286 -0.202 0.0003
H -5.47187 -4.72655 1.29076 0.728 0.398 0.367 0.0000
H -6.73053 -5.78087 1.46372 -0.090 -0.582 0.102 0.0000
H -5.11851 -6.39786 1.88378 0.256 0.079 0.180 0.0000
C 0.52015 1.60073 2.82683 -0.683 -0.680 0.106 -0.4051
O -0.25071 0.93231 1.80649 -1.235 1.231 -0.258 0.1037
C -1.18370 1.82964 1.13122 -0.824 -1.662 -1.892 0.0452
C -2.30081 1.03859 0.17092 0.419 -0.309 2.643 -0.0004
N -3.04783 0.13434 1.11067 -0.316 -0.685 -0.164 0.0017
C -4.03142 -0.92055 0.63901 2.734 1.682 -1.544 -0.0014
C -3.36111 -1.72171 -0.56984 -0.586 -1.253 1.070 -0.0005
O -2.12333 -2.47016 -0.28114 -0.681 1.492 -0.943 -0.0013
C -2.29386 -3.73094 0.26819 -0.654 -0.044 2.172 0.0000
H 1.18420 0.87941 3.30309 0.072 -0.134 -0.487 0.0158
H -0.16069 1.88960 3.62752 0.216 0.513 -0.263 0.0484
H 1.09653 2.41538 2.38839 -0.108 0.225 0.178 0.1037
H -0.60271 2.44181 0.44143 0.017 0.343 0.129 -0.0030
H -1.79571 2.44120 1.79419 0.272 -0.059 0.330 -0.0075
H -1.90656 0.53191 -0.70997 0.686 -0.143 0.104 0.0010
H -3.00631 1.77238 -0.21885 0.032 0.310 0.282 0.0027
H -2.39868 -0.39703 1.67312 0.500 0.364 0.073 0.0004
H -4.87503 -0.35399 0.24473 -0.313 -0.331 -0.058 0.0000
H -4.30664 -1.46106 1.54465 -0.026 -0.370 -0.387 0.0006
H -3.18821 -1.06368 -1.42142 0.503 0.216 0.382 0.0007
H -4.02659 -2.47817 -0.98578 -0.484 -0.123 0.138 -0.0002
H -1.36464 -4.29330 0.35972 0.024 -0.211 -1.316 0.0003
H -3.20123 -4.24020 -0.05654 0.397 -0.441 -0.814 0.0000
H -2.46718 -3.67507 1.34287 -0.444 0.532 0.597 0.0004
C 7.27089 -5.40312 -1.31549 1.126 1.151 -1.356 0.0000
O 6.01682 -5.05739 -0.87051 -1.458 -1.173 0.977 -0.0001
C 5.59441 -3.77563 -1.29481 -1.667 0.608 2.205 0.0005
C 4.01041 -3.60966 -1.12393 0.455 -0.511 -2.483 -0.0010
N 3.15615 -4.38255 -2.08117 1.889 -0.617 1.375 -0.0002
C 3.42857 -5.81391 -2.00200 -2.622 -0.814 -1.263 0.0001
C 2.23546 -6.39761 -2.91656 2.967 0.046 -1.171 -0.0001
O 0.93950 -5.96230 -2.59522 1.777 -1.462 1.511 -0.0002
C 0.64999 -6.51864 -1.30195 -3.734 1.363 -0.274 0.0005
H 7.81815 -6.27290 -0.95203 -0.964 -0.201 0.850 0.0000
H 7.89653 -4.53405 -1.11203 0.710 -0.040 -0.271 0.0000
H 7.18917 -5.55732 -2.39143 0.449 0.076 -0.454 0.0000
H 6.22889 -3.38173 -2.08877 -0.803 -0.152 -0.694 0.0000
H 5.73274 -3.11370 -0.43994 1.201 0.406 0.065 -0.0006
H 3.77924 -2.56513 -1.33281 0.178 0.130 0.331 0.0004
H 3.85121 -3.80766 -0.06395 -0.160 -0.252 -0.026 0.0004
H 2.16557 -4.37925 -1.88408 -0.160 1.113 0.275 0.0000
H 3.24681 -6.32262 -1.05528 0.270 0.459 0.825 0.0000
H 4.43576 -6.11648 -2.28857 -0.306 0.132 -0.535 0.0000
H 2.30858 -7.48509 -2.92807 -0.249 -0.241 0.108 0.0000
H 2.47094 -6.05190 -3.92312 -0.279 0.062 -0.123 0.0000
H -0.41227 -6.28451 -1.37193 -0.465 0.491 1.154 0.0000
H 1.05849 -6.01465 -0.42603 0.470 0.041 -0.285 -0.0003
H 0.47608 -7.57595 -1.10206 1.493 -0.603 -0.832 0.0001
C 9.55945 1.73392 4.69561 0.971 -1.182 -0.246 0.2150
O 8.99211 1.76032 3.37925 -0.743 1.145 0.744 -0.1178
C 9.60600 1.10715 2.30436 -0.220 -1.434 -1.074 0.0454
C 8.60450 0.57042 1.18623 -0.342 0.574 0.903 -0.0009
N 7.49115 -0.08388 1.83105 0.447 -0.476 0.523 0.0241
C 6.54379 -0.69006 0.89202 -0.737 0.808 0.986 -0.0199
C 5.07540 -0.33976 1.08786 0.106 1.357 -0.080 0.0341
O 4.81681 1.01175 0.64172 0.572 0.344 0.323 -0.0196
C 3.46113 1.46521 0.70186 -0.516 -2.248 0.615 -0.1516
H 9.89869 0.73265 4.96104 -0.450 -0.644 -0.159 0.0137
H 8.90658 2.05037 5.50910 -0.658 0.144 -0.765 -0.0814
H 10.50062 2.25234 4.87873 0.077 0.896 -0.843 -0.0104
H 10.06624 0.19322 2.67986 0.346 -0.147 0.073 0.0055
H 10.35196 1.69425 1.76868 0.231 0.395 0.312 0.0066
H 9.09440 -0.11900 0.49862 0.549 -0.078 0.272 0.0016
H 8.12637 1.31138 0.54554 0.703 0.928 -0.166 0.0008
H 7.17177 0.64368 2.45454 -1.075 -0.279 0.077 0.0031
H 6.50059 -1.75706 1.11050 0.608 -0.344 -0.623 -0.0002
H 6.82654 -0.40604 -0.12163 0.053 -0.508 -0.272 0.0025
H 4.86098 -0.46995 2.14860 -0.408 0.169 0.149 0.0175
H 4.47750 -1.06151 0.53135 -0.260 -0.012 -0.127 -0.0097
H 3.21159 2.48674 0.98874 1.131 0.337 -0.457 0.1404
H 2.95570 0.88560 1.47432 -0.169 -0.206 0.158 0.0172
H 2.97856 1.14758 -0.22244 -0.224 0.461 -0.278 0.0045
C -4.64194 -0.69151 -4.86603 0.877 0.059 -0.201 -0.0005
O -5.36715 -1.45073 -5.75727 -1.701 -2.267 -1.612 -0.0003
C -4.76266 -2.21530 -6.82505 1.665 1.829 -1.122 0.0001
C -4.00330 -1.17336 -7.80928 -1.848 -1.009 0.622 0.0000
N -4.18716 -1.47891 -9.26802 0.942 1.490 3.204 -0.0001
C -3.26992 -2.46346 -9.74844 0.364 -1.573 -0.962 0.0000
C -1.74956 -2.20614 -9.59514 -0.705 -0.068 -1.457 0.0001
O -0.99996 -3.24411 -10.34783 -0.655 2.089 2.070 0.0000
C 0.28838 -2.71006 -10.75051 -1.486 -2.287 -0.850 0.0000
H -5.33719 -0.12514 -4.24639 -0.116 -0.250 0.041 0.0004
H -4.05637 0.04438 -5.41709 0.524 0.106 0.268 0.0003
H -4.03306 -1.35920 -4.25648 0.390 0.330 0.301 0.0001
H -5.47374 -2.80640 -7.40215 -0.951 0.718 0.290 0.0000
H -4.04136 -3.01050 -6.63666 0.294 0.117 1.441 0.0000
H -2.97749 -1.09468 -7.44924 0.046 0.153 -0.593 0.0003
H -4.54252 -0.25389 -7.58141 0.276 0.293 -0.245 -0.0001
H -5.15545 -1.76613 -9.26687 0.032 -0.382 -0.839 0.0000
H -3.59571 -2.50747 -10.78768 0.907 -0.532 -0.392 0.0000
H -3.35078 -3.47076 -9.33989 -0.661 -0.374 0.268 0.0000
H -1.45563 -2.15869 -8.54658 0.178 -0.281 -0.019 0.0000
H -1.60730 -1.22010 -10.03739 0.614 0.148 -0.106 0.0000
H 0.64519 -3.60618 -11.25822 0.451 0.352 -0.655 0.0000
H 1.05362 -2.56886 -9.98723 -0.532 0.870 0.386 0.0000
H -0.00389 -1.93835 -11.46266 1.112 0.475 0.187 0.0000
C 2.64229 4.80326 -1.17482 0.282 -1.705 -1.061 -0.0868
C 1.44779 4.45513 -2.18515 -0.444 1.426 3.567 0.0432
C 0.16262 5.02263 -1.49135 -0.438 -0.636 -0.312 -0.1743
C -1.01852 5.07406 -2.41038 -0.030 0.762 -1.058 0.0177
C -0.76456 5.96717 -3.65021 0.319 -0.488 0.674 0.0002
C 0.58502 5.62094 -4.30878 1.341 -1.111 -1.954 -0.0030
N 1.71099 5.21741 -3.34648 -0.842 2.472 -2.175 -0.0007
O 2.91082 4.90507 -4.12706 -1.732 -0.077 1.437 -0.0034
C 0.38178 4.45518 -5.33887 -0.572 1.027 -0.586 -0.0008
C 1.12290 6.85754 -5.14787 -0.170 0.359 1.426 0.0012
C 1.24855 2.97035 -2.29498 1.007 -1.690 -0.707 0.0097
H 3.39182 4.05978 -1.44598 0.697 0.321 -0.265 -0.0033
H 2.56532 4.58579 -0.10951 -1.043 0.304 -0.002 0.0723
H 3.02960 5.80876 -1.33926 -0.256 -0.139 -0.008 -0.0063
H -0.17705 4.28317 -0.76615 0.673 0.056 0.542 0.0037
H 0.24162 5.97674 -0.97027 0.611 -0.008 -0.090 0.0367
H -1.90149 5.32988 -1.82470 -0.166 0.404 -0.218 0.0068
H -1.25389 4.09875 -2.83639 0.145 -0.353 0.163 -0.0019
H -0.74992 7.05012 -3.52729 -0.310 -0.020 0.684 -0.0031
H -1.59449 5.70829 -4.30769 0.233 0.374 -0.610 0.0008
H -0.36308 3.71517 -5.04619 0.487 -0.357 0.314 0.0006
H -0.02720 4.87916 -6.25597 -0.420 0.329 -0.026 0.0008
H 1.31337 4.07400 -5.75713 0.049 -0.505 0.572 -0.0003
H 1.72297 6.64689 -6.03311 0.163 -0.318 0.368 0.0006
H 0.40342 7.62152 -5.44244 -0.933 -0.653 -0.293 -0.0006
H 1.65334 7.47321 -4.42145 0.807 -0.262 -0.076 0.0010
H 2.13452 2.55893 -2.77861 0.391 -0.241 0.097 0.0005
H 0.45749 2.51627 -2.89176 -0.547 0.823 -0.220 0.0041
H 1.16652 2.44285 -1.34465 0.206 0.389 0.285 -0.0099
H 2.66532 4.03612 -4.45304 0.485 -0.469 -0.388 0.0005
C 1.20703 -1.97877 1.39333 5.536 -0.791 2.447 0.0157
O 1.97042 -1.39742 2.17068 0.216 -0.377 0.690 -0.0079
N 1.42505 -3.16807 0.88831 2.114 -5.128 -0.309 -0.0024
N 0.27536 -1.46164 0.79438 -7.505 5.401 -2.921 -0.0007
H 0.73495 -3.63996 0.32158 0.379 0.153 0.165 -0.0006
H 2.23591 -3.68110 1.20358 -0.402 -0.053 0.004 0.0014
H 0.03009 -0.55862 1.17452 -0.246 0.509 -0.187 0.0037
H -0.46100 -1.90076 0.26047 0.318 -0.190 0.003 -0.0020
C -1.62376 4.58910 5.85668 -0.203 3.034 -2.993 0.0916
O -1.92393 5.77615 5.64261 0.034 -0.160 0.963 -0.0259
N -1.31158 3.78222 4.87361 -0.187 -0.626 -3.383 -0.0183
N -1.45222 4.00488 6.96474 -0.048 -1.760 6.183 -0.0071
H -1.23695 2.78154 4.98841 0.229 0.463 -0.309 -0.0083
H -1.50996 4.24465 3.99789 -0.117 -1.022 -0.539 -0.0074
H -1.37540 2.99796 6.94720 0.428 0.386 0.587 0.0035
H -1.46663 4.52530 7.83021 -0.181 -0.350 -0.183 -0.0209
C 2.14518 6.66876 2.64017 -2.347 -1.910 0.047 3.0673
O 1.41810 6.59490 1.64549 -0.081 -0.265 -0.409 -1.3158
N 2.17620 5.79123 3.64768 -0.624 -1.178 -0.042 -1.3324
N 2.84988 7.70742 2.92935 1.929 4.077 -0.829 -0.0662
H 1.79839 4.87455 3.45523 0.390 -0.079 0.508 0.1871
H 2.92638 5.99556 4.29234 0.072 -1.132 0.558 0.0366
H 2.68311 8.44344 2.25811 0.537 0.350 0.461 -0.0524
H 3.32637 7.84909 3.80855 -0.031 0.088 -0.248 -0.2037
C 2.17718 2.48067 5.93616 -1.332 0.827 0.627 1.6047
O 0.98595 2.21500 5.86791 -0.883 -1.703 -0.151 -0.4423
N 3.24279 1.69710 5.90886 0.098 -1.359 -0.557 -0.2473
N 2.51795 3.73738 6.17804 -0.217 1.916 0.326 0.3916
H 3.07050 0.70624 6.00170 0.786 0.172 -0.087 -0.0345
H 4.05643 2.26169 6.10718 0.798 -1.319 0.117 -0.0883
H 3.45393 4.04314 5.95319 0.100 0.853 0.139 -0.3713
H 1.71595 4.33117 6.33399 0.524 0.511 -0.321 -0.1304
C -6.06517 2.77552 -0.67575 0.415 -1.671 -4.752 0.0001
O -5.68429 2.22716 0.24974 1.468 -4.225 7.313 0.0005
N -6.24055 2.16507 -1.84435 -0.687 -3.006 -4.005 0.0001
N -6.19424 4.01907 -0.81702 -1.273 7.455 0.346 0.0004
H -6.24950 2.62602 -2.74299 -0.299 0.183 0.440 -0.0001
H -6.15092 1.16368 -1.94076 0.250 0.263 0.471 -0.0001
H -5.95155 4.45327 -1.69604 -0.442 0.313 0.587 0.0000
H -6.31235 4.51362 0.05566 0.612 0.599 -0.444 -0.0003
C -2.29630 6.04768 2.08007 -0.104 -2.011 3.072 0.0125
O -3.04391 5.12516 2.25502 -2.724 -2.136 -0.780 -0.0053
N -1.54371 6.52435 2.97770 4.618 1.848 7.521 -0.0174
N -1.96280 6.67215 1.04733 -1.237 1.252 -8.255 -0.0007
H -0.56551 6.61803 2.74433 0.088 0.440 -0.353 0.0221
H -1.60492 6.19145 3.92929 -0.566 0.072 0.434 0.0395
H -1.50919 7.57384 1.08340 -0.366 -0.460 -0.501 0.0002
H -2.54168 6.23965 0.34168 0.510 1.232 -1.566 -0.0012